[1]
Formula: C28H70B2N6O4
Source: the OMol25 dataset
Level of theory: wB97M-V/def2-TZVPD

Output
HOMO level	-17.4	eV
DFT total energy	-1786.59558	Eh
net charge	+4
multiplicity	1
Kohn-Sham gap	6.953	eV

Geometry as XYZ:
```
110
C28H70B2N6O4 (wB97M-V/def2-TZVPD)
B 1.8127 2.5561 -1.3769
H 2.8249 2.9641 -0.9171
H 1.2309 3.4555 -1.8986
H 1.9449 1.6868 -2.1926
H 1.0837 2.1316 -0.5264
B -0.7533 0.0238 0.7559
H -1.8804 0.3893 0.6328
H -0.5476 -0.3449 1.8707
H -0.4758 -0.8756 0.0185
H -0.0543 0.9521 0.5404
C -5.8945 2.9560 0.7073
N -4.5890 3.4837 1.1497
C -4.4785 4.7826 1.4787
C -3.2464 5.2898 1.8343
C -2.1569 4.4395 2.0286
C -2.3646 3.0690 1.8325
C -3.5665 2.6218 1.3520
C -0.8499 4.9553 2.5075
C 0.3227 4.4230 1.9542
C 1.5585 4.8107 2.4348
N 1.6382 5.6684 3.4672
C 0.5323 6.1779 4.0307
C -0.7154 5.8692 3.5551
C 2.9823 6.1164 3.9062
H -6.2864 3.6157 -0.0665
H -6.5786 2.9327 1.5523
H -5.8050 1.9816 0.2384
H -5.3556 5.3812 1.2730
H -3.1365 6.3465 2.0391
H -1.6441 2.2949 2.0669
H -3.8035 1.5730 1.2702
H 0.2542 3.7245 1.1268
H 2.4761 4.4601 1.9855
H 0.7078 6.8603 4.8513
H -1.5969 6.3429 3.9663
H 3.2534 7.0422 3.4011
H 3.6955 5.3170 3.7488
H 2.9345 6.3752 4.9632
C 3.0422 -0.8160 2.3894
C 3.0035 0.3453 1.4155
C 4.3780 0.9098 1.0634
O 5.0770 -0.0248 0.3094
C 6.3727 0.4349 -0.0662
N 2.3863 -0.0463 0.1014
H 1.4336 -0.4313 0.1904
H 2.3693 0.7917 -0.5267
H 2.9369 -0.7508 -0.3968
H 3.8977 -1.4281 2.0898
H 2.1357 -1.4159 2.3707
H 3.2628 -0.4155 3.3765
H 2.3895 1.1879 1.7384
H 4.8752 1.2257 1.9874
H 4.1646 1.8181 0.4817
H 6.2939 1.1826 -0.8565
H 6.9864 -0.4152 -0.3458
H 6.8903 0.9080 0.7756
C -2.2700 -2.9541 5.3673
C -1.2362 -2.5725 4.3186
C -0.3805 -3.7581 3.9267
O 0.6901 -3.2277 3.1345
C 1.6299 -4.2535 2.8212
N -1.9529 -2.0280 3.0935
H -1.3144 -1.6747 2.3468
H -2.5272 -2.7766 2.7025
H -2.5324 -1.2376 3.3702
H -1.8004 -3.4251 6.2257
H -3.0619 -3.5453 4.9004
H -2.7978 -2.0874 5.7778
H -0.6326 -1.7256 4.6418
H -0.9010 -4.4495 3.2520
H 0.0445 -4.2400 4.8068
H 2.4771 -3.8916 2.2467
H 1.0936 -5.0136 2.2352
H 2.0116 -4.7250 3.7298
C -1.1235 -4.5778 -1.9666
C -0.9320 -5.7158 -2.9696
C -1.3384 -5.3500 -4.3802
O -0.8798 -6.3634 -5.2249
C -1.1012 -6.0922 -6.6086
N 0.4970 -6.1874 -3.0205
H 0.6619 -7.0731 -2.5336
H 0.7645 -6.4545 -3.9848
H 1.1460 -5.4420 -2.7687
H -0.5094 -3.7163 -2.2606
H -0.7053 -4.8325 -0.9900
H -2.1526 -4.2376 -1.9138
H -1.5915 -6.5255 -2.6548
H -0.8448 -4.4060 -4.6814
H -2.4104 -5.1312 -4.4286
H -2.1360 -5.7842 -6.7882
H -0.8980 -7.0069 -7.1525
H -0.4948 -5.2570 -6.9730
C -1.5753 -0.9706 -3.3412
C -0.5375 0.1242 -3.4604
C -0.5194 0.8097 -4.8111
O 0.7628 1.3221 -5.0259
C 0.8681 1.9673 -6.2794
N -0.6519 1.1816 -2.3921
H 0.1791 1.8102 -2.4304
H -1.5104 1.7307 -2.4096
H -0.5827 0.8921 -1.3915
H -1.3972 -1.7546 -4.0820
H -2.5681 -0.5338 -3.4733
H -1.6244 -1.5886 -2.4427
H 0.4787 -0.2626 -3.3453
H -1.3353 1.5428 -4.9020
H -0.7410 0.0475 -5.5720
H 0.6475 1.3654 -7.1664
H 1.9189 2.2289 -6.4291
H 0.3286 2.9168 -6.3022
```



[2]
Formula: C28H70Cl2O12S8Si2
Source: the OMol25 dataset
Level of theory: wB97M-V/def2-TZVPD

Output
HOMO level	-8.6	eV
DFT total energy	-6696.28089	Eh
net charge	0
multiplicity	1
Kohn-Sham gap	8.895	eV

Geometry as XYZ:
```
122
C28H70Cl2O12S8Si2 (wB97M-V/def2-TZVPD)
C -3.1879 -4.4630 -0.6213
C -1.9649 -5.2494 0.1635
C -0.4596 -4.7887 -0.2965
C -0.1149 -3.1966 0.0836
C 0.6833 -2.4684 -1.1658
Si 0.8225 -3.1382 1.7692
S 0.1760 -4.7356 3.1419
C 2.6867 -3.5973 1.3487
C 3.4100 -4.3663 2.6397
C 5.0341 -4.6044 2.3296
Cl 3.3809 -3.3037 4.2017
O 0.8891 -1.5570 2.5291
Si -0.7011 -0.8855 2.8425
Cl -2.3278 -2.2643 2.6924
C -0.6559 -0.2651 4.7062
C -0.2151 -1.4376 5.7636
O -0.9975 -2.6797 5.6503
C -0.3348 -3.7420 6.4578
O -0.8619 -4.9944 6.4698
C -1.1416 0.6819 1.7965
O -2.5445 1.0327 2.0615
C -3.4294 0.7154 0.9311
C -3.2633 -0.5208 -0.1322
O -4.5295 1.5042 0.7785
H -3.9234 -3.9359 0.1532
H -3.8499 -5.1812 -1.2950
H -2.7617 -3.6139 -1.3116
H -2.1321 -5.2346 1.3452
H -2.0793 -6.3966 -0.1425
H -0.3615 -4.9225 -1.4556
H 0.3318 -5.5041 0.2010
H -1.1850 -2.6692 0.1238
H 1.8438 -2.4076 -1.0292
H 0.4527 -3.0095 -2.1780
H 0.2210 -1.3739 -1.2453
H 0.6379 -5.9081 2.4804
H 2.7918 -4.1853 0.3417
H 3.2431 -2.5488 1.2576
H 2.9660 -5.4328 2.8475
H 5.5046 -4.9955 3.3523
H 5.1712 -5.4728 1.5571
H 5.5807 -3.6084 2.0464
H 0.2200 0.5461 4.7267
H -1.6367 0.3170 4.9987
H -0.3775 -1.0228 6.8539
H 0.9266 -1.7553 5.6262
H 0.6607 -3.5364 7.0404
H -0.4872 1.5691 2.2548
H -0.8459 0.6189 0.6666
H -3.8178 -1.4844 0.2463
H -3.7673 -0.1672 -1.1494
H -2.1350 -0.7671 -0.4142
C -1.1600 1.2648 -3.9068
S -2.5886 0.1604 -4.0141
O -2.6118 -0.6698 -2.7640
C -1.9303 -0.8756 -5.3427
H -1.3370 1.9833 -3.1027
H -0.2577 0.6900 -3.6858
H -1.0412 1.8023 -4.8505
H -0.9812 -1.3209 -5.0347
H -1.7870 -0.2707 -6.2411
H -2.6513 -1.6699 -5.5537
C 8.9725 -6.6346 2.3565
S 8.1731 -6.7242 0.7363
O 6.6939 -6.5952 0.9554
C 8.5288 -8.4734 0.4438
H 8.8402 -5.6249 2.7529
H 8.5156 -7.3539 3.0401
H 10.0397 -6.8429 2.2502
H 8.0988 -9.0815 1.2433
H 9.6100 -8.6238 0.3979
H 8.0832 -8.7636 -0.5114
C -6.1062 2.6709 -7.6874
S -4.9408 2.7095 -6.3045
O -3.7689 1.8496 -6.6780
C -5.9699 1.7589 -5.1603
H -5.6505 3.1818 -8.5390
H -6.3273 1.6370 -7.9623
H -7.0256 3.1896 -7.4058
H -6.1993 0.7801 -5.5882
H -6.8937 2.3062 -4.9585
H -5.4183 1.6252 -4.2258
C -0.9031 5.4711 3.1635
S 0.8265 5.8326 3.5510
O 1.6759 5.0735 2.5740
C 0.8638 4.9313 5.1189
H -1.1401 5.9122 2.1923
H -1.0589 4.3908 3.1175
H -1.5490 5.9117 3.9266
H 0.6009 3.8836 4.9545
H 0.1621 5.3888 5.8203
H 1.8751 4.9907 5.5299
C 3.0682 4.9653 -0.5520
S 2.4906 6.3895 -1.5060
O 1.8304 5.8634 -2.7469
C 4.1330 6.9849 -1.9746
H 2.1968 4.4155 -0.1880
H 3.6707 4.3097 -1.1850
H 3.6581 5.3105 0.3003
H 4.6712 6.2069 -2.5215
H 4.6895 7.2663 -1.0775
H 4.0147 7.8624 -2.6160
C -0.2627 3.4890 8.9070
S -0.9788 5.1343 9.1354
O -0.5355 5.9835 7.9800
C 0.0345 5.5876 10.5636
H -0.7270 3.0273 8.0322
H 0.8147 3.5684 8.7447
H -0.4656 2.8759 9.7883
H 1.0941 5.5399 10.3009
H -0.1776 4.9083 11.3926
H -0.2195 6.6089 10.8598
C -3.6823 4.1126 -13.2035
S -4.6965 3.5704 -11.8072
O -4.8410 4.7373 -10.8746
C -3.4625 2.4554 -11.0959
H -4.2470 4.8532 -13.7750
H -2.7565 4.5652 -12.8408
H -3.4563 3.2580 -13.8454
H -2.5499 3.0084 -10.8607
H -3.2433 1.6531 -11.8043
H -3.8714 2.0247 -10.1780
```



[3]
Formula: C28H70F6LiO17
Source: the OMol25 dataset
Level of theory: wB97M-V/def2-TZVPD

Output
HOMO level	-3.2	eV
DFT total energy	-2994.09566	Eh
net charge	-1
multiplicity	1
Kohn-Sham gap	1.901	eV

Geometry as XYZ:
```
122
C28H70F6LiO17 (wB97M-V/def2-TZVPD)
Li -0.2003 24.8359 -7.2655
C 3.1626 30.8874 -11.5434
O 2.5804 31.9437 -10.7714
O 2.0604 30.1967 -12.1022
C 4.2189 31.4356 -12.5638
F 4.6962 30.6178 -13.4994
F 3.8494 32.5432 -13.1530
F 5.2810 31.7581 -11.6872
C 3.3777 32.5539 -9.7495
C 2.5852 33.7902 -9.2784
H 3.1728 34.5145 -8.7144
H 2.3035 34.3910 -10.1432
H 1.6442 33.6715 -8.7411
H 4.3651 32.8945 -10.0613
H 3.5916 32.0350 -8.8151
H 3.7169 30.3033 -10.8088
C 1.0495 29.1315 -4.0688
O 2.1913 28.2657 -4.0905
O 0.1569 28.6301 -5.0805
C 0.5583 29.4368 -2.5694
F -0.5395 30.2272 -2.5473
F 0.3280 28.3187 -1.8661
F 1.4276 30.0664 -1.7811
C 3.2750 28.3529 -3.1869
C 4.1805 29.5502 -3.5561
H 4.6670 29.5189 -4.5310
H 3.6111 30.4716 -3.4345
H 4.8869 29.7081 -2.7411
H 3.9178 27.4823 -3.3169
H 2.9794 28.4150 -2.1396
H 1.4692 30.0910 -4.3711
C -10.6319 35.6117 0.9823
O -9.4308 35.2044 0.3580
C -9.4972 33.8911 -0.1366
C -8.1151 33.4208 -0.7725
O -7.9532 34.0142 -2.0715
C -7.1097 35.1627 -1.9338
H -10.9078 35.0323 1.8634
H -11.4399 35.4499 0.2688
H -10.7401 36.6473 1.3048
H -10.3855 33.7462 -0.7514
H -9.5537 33.1943 0.6997
H -8.0051 32.3437 -0.8982
H -7.3030 33.6747 -0.0912
H -6.1846 35.1740 -1.3573
H -7.6858 36.0817 -1.8264
H -6.6733 35.2537 -2.9284
C 12.0411 28.1240 -1.8589
O 11.7828 26.7856 -1.6069
C 12.4157 25.8582 -2.5980
C 11.6548 24.5090 -2.6619
O 11.8066 23.8924 -1.4111
C 11.2132 22.6037 -1.1099
H 13.0764 28.2917 -2.1557
H 11.7082 28.7621 -1.0403
H 11.5002 28.3055 -2.7877
H 13.4468 25.6850 -2.2896
H 12.5165 26.2214 -3.6208
H 12.0488 23.9556 -3.5143
H 10.5953 24.6263 -2.8896
H 11.3098 22.5036 -0.0288
H 11.8587 21.8509 -1.5623
H 10.2055 22.4703 -1.5032
C 8.8577 25.5668 -8.8623
O 10.0837 26.1341 -9.3850
C 10.3725 25.8373 -10.7767
C 10.1662 24.4060 -11.1656
O 8.7989 23.8921 -11.1389
C 7.8516 24.5223 -11.9902
H 8.9505 24.5057 -8.6307
H 8.0293 25.8287 -9.5205
H 8.7676 25.9297 -7.8385
H 11.3608 26.2503 -10.9784
H 9.7768 26.5755 -11.3136
H 10.7927 23.8286 -10.4857
H 10.7234 24.2500 -12.0893
H 8.1905 24.7785 -12.9940
H 7.5876 25.4898 -11.5633
H 6.9367 23.9299 -11.9857
C 3.1510 36.8554 0.0836
O 3.1946 36.5676 1.5405
C 2.9311 35.2160 1.9182
C 4.0994 34.2669 1.5676
O 5.2447 34.5344 2.3720
C 6.3380 33.7064 1.9267
H 4.1585 36.9278 -0.3261
H 2.8169 37.8741 -0.1132
H 2.5674 36.0405 -0.3447
H 1.9915 34.8406 1.5129
H 2.7856 35.2146 2.9984
H 4.2562 34.2658 0.4890
H 3.9473 33.2240 1.8460
H 6.4810 33.7789 0.8485
H 6.2164 32.6353 2.0883
H 7.3214 33.7788 2.3911
O 7.6960 25.1093 0.6950
H 8.5935 25.1135 0.3625
H 7.6587 24.3492 1.2756
C 2.6775 26.1749 3.3433
O 3.9197 26.5189 3.8360
H 1.9913 26.0117 4.1743
H 2.2190 26.8939 2.6644
H 2.7301 25.2330 2.7973
H 4.4845 26.4228 3.0657
C 4.5121 20.3689 -2.1541
O 5.1621 19.6101 -3.1400
H 3.4639 20.3028 -1.8626
H 5.1052 20.5284 -1.2536
H 4.5807 21.3937 -2.5190
H 4.6100 18.8407 -3.2973
C -6.5382 25.4355 -3.1333
O -6.8332 24.5098 -4.2248
H -7.1134 26.3601 -3.0862
H -6.7179 24.9534 -2.1724
H -5.4928 25.7231 -3.2452
H -6.8859 25.0873 -4.9899
C 8.5781 35.3838 -4.2570
O 8.9130 35.8570 -5.5130
H 7.5351 35.6981 -4.2205
H 8.5910 34.3039 -4.1098
H 9.2091 35.8009 -3.4721
H 9.8246 35.7249 -5.7834
```



[4]
Formula: C28H71N5O9
Source: the OMol25 dataset
Level of theory: wB97M-V/def2-TZVPD

Output
HOMO level	-8.4	eV
DFT total energy	-2059.96167	Eh
SMILES string	COC[C@H](C)N.COCCNCCOC.COCCNCCOC.COCCNCCOC.COCCNCCOC
net charge	0
multiplicity	1
Kohn-Sham gap	9.006	eV

Geometry as XYZ:
```
113
C28H71N5O9 (wB97M-V/def2-TZVPD)
C 2.0916 -5.1849 -2.6325
O 1.2364 -4.6092 -1.7058
C 1.0492 -3.2331 -1.9319
C -0.0215 -2.5127 -1.1232
C -1.5181 -3.0400 -1.3555
N 0.0752 -1.0999 -1.3687
H 1.6954 -5.2283 -3.6470
H 2.4802 -6.1543 -2.3203
H 3.0014 -4.6322 -2.8669
H 1.9449 -2.6390 -2.1131
H 0.7431 -3.2584 -2.9777
H 0.1341 -2.6101 -0.0488
H -1.4181 -4.1250 -1.3241
H -1.9135 -2.8504 -2.3534
H -2.1989 -2.6422 -0.6030
H -0.3196 -0.8305 -2.2584
H 1.0711 -0.9678 -1.4727
C -11.7773 2.7165 -0.5380
O -12.3719 3.9322 -0.0487
C -13.5263 3.7597 0.7789
C -13.8858 4.8964 1.6984
N -14.9245 4.6056 2.6207
C -15.0012 5.5895 3.7190
C -15.2380 7.0481 3.1407
O -16.1031 7.7028 3.9932
C -16.0443 9.1342 3.8735
H -10.9795 3.2102 -1.0930
H -12.4624 2.2135 -1.2204
H -11.4307 2.0002 0.2068
H -13.5835 2.8114 1.3134
H -14.4345 3.6436 0.1875
H -14.1389 5.7498 1.0693
H -13.0267 5.1834 2.3047
H -15.7852 4.4990 2.1030
H -14.0877 5.5699 4.3133
H -15.7956 5.3068 4.4098
H -15.5717 7.1184 2.1054
H -14.2107 7.4122 3.1304
H -15.0334 9.4469 4.1353
H -16.7886 9.5624 4.5448
H -16.2781 9.5099 2.8774
C 7.0004 -7.5121 -10.6337
O 7.5277 -7.4448 -9.3609
C 8.8079 -8.0306 -9.1902
C 10.1022 -7.1223 -9.5421
N 10.4014 -6.2567 -8.3952
C 11.2639 -6.8962 -7.3445
C 11.3325 -5.9699 -6.1471
O 10.1011 -5.4740 -5.6448
C 9.5009 -6.0787 -4.4486
H 5.9128 -7.4885 -10.5652
H 7.3679 -8.2726 -11.3226
H 7.2123 -6.5562 -11.1127
H 8.8896 -8.8813 -9.8667
H 8.7447 -8.2744 -8.1297
H 9.9854 -6.4260 -10.3726
H 10.9501 -7.7048 -9.9026
H 9.5367 -5.9043 -8.0102
H 12.2524 -7.2113 -7.6787
H 10.8896 -7.8300 -6.9250
H 11.9132 -5.0789 -6.3861
H 11.8141 -6.5083 -5.3309
H 8.6176 -5.4401 -4.4400
H 10.1459 -6.0651 -3.5700
H 9.2162 -7.0828 -4.7630
C 5.4920 1.2364 -4.9443
O 5.0776 2.4143 -4.2301
C 6.0497 2.9309 -3.3908
C 5.5818 4.3394 -2.8038
N 4.5173 4.2697 -1.8140
C 3.4480 5.2589 -2.0794
C 3.8174 6.7449 -2.0140
O 4.2766 6.9780 -0.6847
C 4.5807 8.4124 -0.3370
H 5.7786 0.4573 -4.2380
H 6.3334 1.5831 -5.5443
H 4.6190 0.8902 -5.4977
H 7.0402 2.9805 -3.8432
H 6.1466 2.2538 -2.5421
H 5.3029 4.8986 -3.6968
H 6.3828 4.8928 -2.3137
H 4.8440 4.7126 -0.9671
H 2.5935 5.0976 -1.4222
H 2.9350 5.1335 -3.0329
H 2.9468 7.3985 -2.0685
H 4.5991 7.0514 -2.7090
H 4.9687 8.5725 0.6689
H 3.6283 8.9334 -0.2392
H 5.2344 8.9083 -1.0545
C -2.4138 -1.2692 12.8319
O -1.6220 -1.3788 11.6597
C -0.5976 -2.3086 11.7251
C 0.0920 -2.4313 10.3351
N 0.9346 -1.3283 10.0162
C 1.2885 -1.2566 8.6133
C 0.1389 -0.8298 7.7017
O -0.7069 0.2913 7.9764
C -1.3219 0.8499 6.8532
H -2.5805 -2.1778 13.4104
H -3.3850 -0.8861 12.5189
H -1.8855 -0.4956 13.3891
H -0.8905 -3.3270 11.9804
H 0.1816 -1.9354 12.3897
H -0.7365 -2.5883 9.6444
H 0.7033 -3.3279 10.2326
H 1.8308 -1.4863 10.4544
H 1.6618 -2.2355 8.3125
H 2.1076 -0.5573 8.4455
H -0.4320 -1.7313 7.4793
H 0.7546 -0.5733 6.8396
H -2.2031 1.4294 7.1287
H -1.6755 0.2185 6.0381
H -0.5769 1.4920 6.3834
```